Record 1
Molecular formula: C10H15NO3S
Method: DFT, the ωB97M-V functional and the def2-TZVPD basis

## Properties
Relative energy (zero: lowest compared OMol25 entry of this formula, charge and spin) ... 0.00 kJ/mol
Spin multiplicity ... 3
LUMO level (spin up / spin down) ... -0.2 / -2.2 eV
HOMO energy (spin up / spin down) ... -5.24 / -7.59 eV
Frontier orbital gap (spin up / spin down) ... 0.186 / 0.197 Eh
Total charge ... 0

```
30
C10H15NO3S the ωB97M-V functional and the def2-TZVPD basis
C 3.18 0.83 0.69
C 3.08 -0.51 0.21
C 1.94 1.45 0.44
C 1.81 -0.72 -0.25
C -0.17 0.71 -0.60
C -2.39 1.15 1.34
C -1.49 -0.93 -1.88
C -1.01 -1.47 0.63
C -2.57 0.38 -0.01
C -1.31 -0.39 -0.38
N 1.12 0.49 -0.19
O 4.08 -1.45 0.14
O 1.48 2.59 0.91
O 1.34 -1.85 -0.84
S -0.58 2.15 -1.24
H 4.09 1.34 1.02
H -3.41 1.41 1.91
H -1.85 0.58 2.08
H -2.02 2.14 1.02
H -2.54 -1.01 -2.04
H -0.96 -1.91 -2.02
H -1.09 -0.27 -2.70
H -1.85 -1.80 1.20
H -0.51 -2.25 0.05
H -0.38 -1.14 1.54
H -2.78 1.01 -0.91
H -3.30 -0.31 0.15
H 4.89 -0.88 0.46
H 0.97 3.09 0.25
H 2.22 -2.41 -0.96
```

Record 2
Molecular formula: C32H41BF7GeMoNPSe
Method: DFT, the ωB97M-V functional and the def2-TZVPD basis

## Properties
Relative energy (zero: lowest compared OMol25 entry of this formula, charge and spin) ... 56.79 kJ/mol
Spin multiplicity ... 3
LUMO level (spin up / spin down) ... 2.5 / 2.5 eV
HOMO energy (spin up / spin down) ... -4.17 / -4.54 eV
Frontier orbital gap (spin up / spin down) ... 0.245 / 0.259 Eh
Total charge ... -1

```
86
C32H41BF7GeMoNPSe the ωB97M-V functional and the def2-TZVPD basis
Mo 0.41 0.58 -0.65
C -0.64 1.51 4.40
C -0.78 1.53 2.88
C -2.21 1.15 2.48
P 0.41 0.45 1.90
C 1.94 0.42 2.96
C 2.62 1.78 2.94
C 2.87 -0.67 2.41
C -0.28 -1.21 2.14
C -0.32 -1.90 3.35
C -0.92 -3.14 3.47
C -0.93 -3.89 4.78
C -1.52 -3.67 2.33
C -1.48 -3.02 1.11
C -0.83 -1.77 0.97
N -0.74 -1.10 -0.22
C -1.31 -1.72 -1.37
C -2.60 -1.36 -1.78
C -3.40 -0.36 -0.98
C -3.12 -1.93 -2.93
C -2.42 -2.87 -3.67
C -3.00 -3.45 -4.94
C -1.16 -3.25 -3.22
C -0.60 -2.69 -2.08
C 0.78 -3.09 -1.64
H -1.40 2.17 4.84
H 0.34 1.87 4.73
H -0.80 0.51 4.79
H -0.57 2.54 2.52
H -2.51 0.22 2.97
H -2.29 0.98 1.40
H -2.91 1.93 2.76
H 1.67 0.16 3.99
H 2.86 2.07 1.92
H 3.55 1.76 3.52
H 1.98 2.56 3.36
H 2.92 -0.60 1.32
H 2.50 -1.67 2.65
H 3.88 -0.56 2.81
H 0.13 -1.45 4.23
H -0.37 -3.35 5.54
H -0.48 -4.88 4.66
H -1.95 -4.04 5.14
H -2.02 -4.64 2.39
H -1.95 -3.47 0.24
H -2.85 0.58 -0.90
H -3.58 -0.74 0.03
H -4.36 -0.17 -1.46
H -4.11 -1.62 -3.26
H -4.04 -3.77 -4.78
H -2.42 -4.30 -5.28
H -3.01 -2.70 -5.73
H -0.60 -3.98 -3.79
H 1.28 -3.67 -2.41
H 0.74 -3.68 -0.72
H 1.38 -2.20 -1.44
C -2.58 4.61 -1.09
Ge -1.61 3.19 -2.09
C -3.00 2.36 -3.25
C -0.27 4.14 -3.20
C -0.81 2.10 -0.67
H -3.04 5.34 -1.76
H -1.89 5.15 -0.44
H -3.36 4.17 -0.47
H -2.85 2.71 -4.27
H -3.99 2.66 -2.92
H -2.93 1.27 -3.25
H -0.51 4.05 -4.26
H 0.72 3.72 -3.03
H -0.24 5.20 -2.92
H -1.17 2.53 0.28
F -0.15 1.18 -3.62
B 0.48 0.29 -2.78
F 1.13 -0.60 -3.57
F 7.94 0.16 -0.34
C 6.70 0.64 -0.49
C 6.43 1.98 -0.28
F 7.44 2.80 0.06
C 5.15 2.46 -0.41
F 4.93 3.76 -0.19
C 4.07 1.63 -0.74
Se 2.31 2.30 -0.85
C 4.39 0.29 -0.96
F 3.40 -0.55 -1.31
C 5.66 -0.21 -0.84
F 5.92 -1.51 -1.05
```

Record 3
Molecular formula: C5H6FNO
Method: DFT, the ωB97M-V functional and the def2-TZVPD basis

## Properties
Relative energy (zero: lowest compared OMol25 entry of this formula, charge and spin) ... 446.06 kJ/mol
LUMO level ... 0.8 eV
HOMO energy ... -9.96 eV
Frontier orbital gap ... 0.396 Eh
Total charge ... 0

```
14
C5H6FNO the ωB97M-V functional and the def2-TZVPD basis
C 0.80 -0.02 -0.75
C 0.19 1.17 -0.07
C -0.71 0.38 0.87
C 0.05 -1.13 -0.26
C -1.29 -0.36 -0.14
H 0.62 0.00 -1.89
H -0.50 1.68 -0.85
H 0.88 1.79 0.39
H -1.32 1.00 1.55
H 1.28 -0.63 1.40
H 0.08 -2.09 -0.66
N 0.24 -0.93 1.16
O -2.47 -0.46 -0.50
F 2.16 -0.39 -0.25
```

Record 4
Molecular formula: C20H26N2O2
Method: DFT, the ωB97M-V functional and the def2-TZVPD basis

## Properties
Relative energy (zero: lowest compared OMol25 entry of this formula, charge and spin) ... 511.29 kJ/mol
LUMO level ... 0.7 eV
HOMO energy ... -8.30 eV
Frontier orbital gap ... 0.331 Eh
SMILES string ... CO[C@]1(C#C[C@](O)(c2ccccn2)C2CCC2)CN2CCC1CC2
Total charge ... 0

```
50
C20H26N2O2 the ωB97M-V functional and the def2-TZVPD basis
C 2.27 2.19 0.59
O 1.15 2.78 -0.11
C 0.43 1.87 -1.00
C 0.11 0.63 -0.22
C -0.23 -0.33 0.42
C -0.62 -1.57 1.13
O -1.95 -1.92 0.70
C -0.53 -1.22 2.63
C -1.67 -0.96 3.39
C -1.56 -0.57 4.72
C -0.29 -0.53 5.28
C 0.83 -0.79 4.51
N 0.70 -1.08 3.21
C 0.38 -2.69 0.79
C 0.37 -3.30 -0.64
C 0.18 -4.69 -0.03
C 0.01 -4.08 1.38
C 1.29 1.46 -2.23
N 0.72 1.94 -3.52
C 0.54 3.39 -3.50
C -0.43 3.79 -2.40
C -0.84 2.56 -1.55
C -1.56 1.59 -2.55
C -0.59 1.30 -3.74
H 2.01 1.90 1.59
H 2.67 1.29 0.07
H 3.08 2.91 0.74
H -2.03 -1.79 -0.27
H -2.65 -1.06 2.94
H -2.44 -0.38 5.31
H -0.19 -0.32 6.35
H 1.83 -0.79 4.94
H 1.40 -2.34 1.11
H 1.35 -3.15 -1.15
H -0.42 -2.97 -1.29
H 1.04 -5.34 -0.23
H -0.72 -5.23 -0.36
H 0.70 -4.47 2.12
H -1.03 -4.17 1.76
H 2.26 1.90 -2.08
H 1.50 0.38 -2.27
H 0.16 3.75 -4.46
H 1.48 3.92 -3.29
H -0.02 4.59 -1.75
H -1.36 4.20 -2.85
H -1.52 2.82 -0.72
H -2.48 2.04 -2.93
H -1.84 0.63 -2.04
H -1.03 1.67 -4.68
H -0.47 0.25 -3.85
```